ORCA calculation (the ωB97M-V functional and the def2-TZVPD basis) on a molecular structure, C6H18BeN8O10Pb at a distorted geometry.

HOMO-LUMO gap: 1.97 eV
Spin multiplicity: 1
Strongest force on any atom: 2.7 eV/A
Energy above the lowest of the compared OMol25 structures with the same formula, charge and spin: 256.4 kcal/mol
Net charge: +2
HOMO energy: -14.456 eV

```
44
Properties=species:S:1:pos:R:3:forces:R:3:lowdin_charge:R:1
Be 0.465 1.595 3.933 -0.3 0.0 0.2 0.725
Pb 2.712 1.431 8.333 -2.5 0.5 0.2 1.817
O -1.746 2.423 7.814 2.4 -1.2 -0.7 0.082
C -0.456 2.042 7.634 1.0 -0.3 0.2 -0.760
O 0.339 1.863 8.642 1.0 0.1 0.5 -0.283
O -0.056 1.819 6.482 0.3 0.0 -0.8 -0.168
H -1.989 2.185 6.887 -1.5 0.6 0.3 0.080
O -3.303 2.076 5.615 -0.6 0.2 -1.6 0.029
C -4.341 1.604 4.790 -0.3 -1.2 -0.1 -0.686
O -5.082 0.680 5.159 0.5 0.5 0.4 0.146
O -4.365 2.104 3.661 -0.1 0.2 0.2 0.194
H -2.952 2.586 4.847 0.7 0.5 0.9 0.125
C -0.649 4.852 10.959 -0.7 -1.5 -1.5 -0.687
O -0.123 4.086 11.759 0.4 0.8 0.0 0.020
N -1.659 5.683 11.219 -0.4 0.2 2.2 0.186
N -0.389 4.760 9.601 0.8 0.2 0.0 0.136
H -1.890 5.673 12.203 -0.4 0.3 -0.2 0.131
H -2.244 6.215 10.602 0.3 0.0 -0.3 0.114
H 0.448 4.251 9.378 -0.5 -0.1 -0.2 0.062
H -1.128 4.910 8.936 0.2 0.1 -0.1 0.075
C -1.927 -0.324 11.557 -1.2 -2.3 -0.5 -0.644
O -2.216 -1.478 11.851 0.4 0.6 0.6 0.106
N -2.853 0.653 11.409 0.4 0.8 -0.1 0.199
N -0.708 0.056 11.119 0.8 1.0 -0.5 0.167
H -3.811 0.613 11.706 0.0 -0.4 -0.1 0.134
H -2.527 1.371 10.792 -0.7 0.4 0.2 0.050
H 0.111 -0.518 11.154 -0.3 -0.3 0.2 0.109
H -0.671 0.956 10.670 0.6 0.0 0.3 0.064
C -3.070 -1.833 6.920 -0.9 -0.9 -0.6 -0.624
O -2.437 -2.850 7.134 -0.1 0.4 -0.1 0.117
N -2.701 -0.584 7.216 1.4 1.4 0.6 0.197
N -4.312 -1.819 6.320 -0.1 -0.9 0.3 0.291
H -1.737 -0.446 7.470 -0.1 0.0 0.2 0.104
H -3.236 0.214 6.930 -0.1 0.0 -0.1 0.074
H -4.723 -2.734 6.181 -0.1 0.1 -0.4 0.149
H -4.726 -0.968 5.936 -0.2 -0.3 0.2 0.085
C -4.264 4.326 9.522 -1.4 1.4 0.3 -0.686
O -5.092 4.889 10.224 0.7 -0.1 -0.4 0.080
N -3.963 4.726 8.248 0.3 0.2 -0.3 0.174
N -3.520 3.301 9.968 0.5 -1.1 0.1 0.160
H -4.455 5.509 7.851 -0.3 -0.2 0.0 0.121
H -3.530 4.057 7.639 -0.1 0.2 -0.3 0.061
H -3.419 3.288 10.970 0.1 -0.4 -0.1 0.113
H -2.967 2.758 9.309 -0.1 0.4 0.8 0.060
```
Forces are in eV/Å.